# 1
DFT (the ωB97M-V functional and the def2-TZVPD basis) results for a structure of composition C15H13Br3IrN2O6.

Properties
- gap between HOMO and LUMO (alpha / beta) (eV) = 6.851 / 6.156
- HOMO level (alpha / beta) (eV) = -7.96 / -7.91
- ⟨S²⟩ = 0.76
- energy relative to the best compared isomer or geometry (same formula, charge and spin) (kcal/mol) = 0.0
- 2S+1 = 2
- charge = 0

Positions of all 40 atoms, in Å:
Ir  -0.52  0.22  -0.18
O  -0.70  -2.06  0.07
C  -2.01  -2.41  -0.44
C  -2.96  -1.40  0.13
N  -2.62  0.02  -0.19
C  -3.20  0.87  0.88
C  -2.45  0.46  2.16
O  -2.94  0.63  3.25
O  -1.31  -0.12  1.92
C  -3.07  0.35  -1.56
C  -2.08  -0.25  -2.55
O  -2.37  -0.59  -3.67
O  -0.85  -0.41  -2.05
H  -0.03  -2.50  -0.47
H  -2.29  -3.40  -0.07
H  -2.00  -2.44  -1.53
H  -2.94  -1.52  1.21
H  -3.98  -1.60  -0.21
H  -4.27  0.69  1.00
H  -3.02  1.91  0.63
H  -3.06  1.43  -1.67
H  -4.07  -0.04  -1.76
Br  1.79  3.04  3.59
C  2.55  1.99  2.24
C  3.94  1.89  2.13
C  4.55  1.13  1.16
Br  6.44  1.03  1.10
C  3.77  0.44  0.22
C  4.24  -0.38  -0.83
C  3.35  -0.98  -1.68
C  1.98  -0.78  -1.51
N  1.51  -0.05  -0.52
C  2.37  0.57  0.34
C  1.72  1.33  1.35
O  0.43  1.35  1.37
H  4.55  2.42  2.85
H  5.31  -0.51  -0.96
H  3.69  -1.59  -2.50
H  1.25  -1.19  -2.21
Br  -0.69  2.48  -1.01

=====

# 2
DFT (the ωB97M-V functional and the def2-TZVPD basis) results for a structure of composition C15H13Cl3N4O8V.

Properties
- gap between HOMO and LUMO (alpha / beta) (eV) = 6.125 / 6.168
- HOMO level (alpha / beta) (eV) = -11.00 / -11.04
- ⟨S²⟩ = 2.02
- energy relative to the best compared isomer or geometry (same formula, charge and spin) (kcal/mol) = 4.9
- 2S+1 = 3
- charge = +1

Positions of all 44 atoms, in Å:
V  3.85  -16.80  -1.05
O  1.21  -19.76  -1.61
C  2.14  -19.06  -1.26
O  2.44  -17.91  -1.83
C  2.79  -19.69  -0.04
C  2.39  -21.00  0.36
C  2.77  -21.47  1.59
C  3.49  -20.80  2.55
C  4.04  -19.61  2.08
C  3.65  -19.01  0.81
O  4.21  -17.88  0.52
N  4.85  -18.77  2.98
O  5.79  -18.02  2.62
O  4.62  -18.98  4.19
N  2.33  -22.84  1.75
O  1.80  -23.40  0.74
O  2.49  -23.42  2.82
H  1.81  -21.65  -0.32
H  3.63  -21.22  3.55
Cl  10.75  -15.19  -0.90
C  9.18  -15.84  -1.23
C  8.04  -15.29  -0.63
C  6.78  -15.79  -1.02
Cl  5.36  -14.94  -0.21
C  6.52  -16.85  -1.97
O  5.32  -17.36  -2.37
C  7.70  -17.30  -2.59
Cl  7.65  -18.49  -3.84
C  8.97  -16.88  -2.17
H  8.10  -14.42  0.01
H  9.88  -17.38  -2.53
N  0.50  -12.32  -0.77
C  1.17  -13.66  -0.36
C  2.09  -14.08  -1.50
N  2.31  -15.56  -1.48
H  -0.01  -11.93  0.04
H  -0.13  -12.38  -1.61
H  1.15  -11.52  -0.99
H  0.28  -14.33  -0.21
H  1.68  -13.46  0.57
H  3.07  -13.61  -1.41
H  1.65  -13.79  -2.44
H  2.01  -15.89  -2.41
H  1.66  -15.93  -0.78

=====

# 3
DFT (the ωB97M-V functional and the def2-TZVPD basis) results for a cluster of 2 separate species, C15H13Cl4F9N2S in total.

Properties
- gap between HOMO and LUMO (eV) = 8.197
- HOMO level (eV) = -8.82
- charge = 0
- SMILES string = FC(F)(CCCCc1cccc2nccnc12)C(F)(F)S(F)(F)(F)(F)F.ClC(Cl)(Cl)Cl

Positions of all 44 atoms, in Å:
F  -1.13  2.45  -1.15
C  -1.51  1.42  -1.99
F  -1.12  1.63  -3.32
C  -0.65  0.15  -1.52
C  0.89  0.31  -1.82
C  1.65  -0.61  -0.74
C  1.71  0.05  0.70
C  0.88  -0.73  1.80
C  -0.18  -1.69  1.47
C  -0.98  -2.37  2.56
C  -0.67  -2.04  3.93
C  0.43  -1.08  4.34
N  0.63  -0.90  5.70
C  1.67  -0.04  5.89
C  2.45  0.65  4.82
N  2.22  0.48  3.50
C  1.19  -0.43  3.25
C  -3.03  0.99  -1.86
F  -3.22  0.16  -0.77
F  -3.29  0.19  -2.96
S  -4.28  2.39  -1.91
F  -4.93  1.83  -3.33
F  -5.36  1.40  -1.12
F  -3.84  2.96  -0.45
F  -3.29  3.39  -2.73
F  -5.43  3.56  -1.95
H  -0.76  0.15  -0.39
H  -1.10  -0.82  -1.86
H  1.26  1.36  -1.83
H  1.08  -0.20  -2.81
H  2.72  -0.66  -1.11
H  1.27  -1.66  -0.76
H  2.78  0.08  1.05
H  1.35  1.12  0.61
H  -0.40  -1.89  0.39
H  -1.80  -3.07  2.27
H  -1.27  -2.53  4.74
H  1.96  0.17  6.95
H  3.27  1.36  5.12
C  3.76  -1.51  -4.55
Cl  2.80  -2.16  -3.21
Cl  2.97  -1.90  -6.08
Cl  3.88  0.25  -4.37
Cl  5.38  -2.22  -4.51

=====

# 4
DFT (the ωB97M-V functional and the def2-TZVPD basis) results for a structure of composition C15H13Cl5Gd.

Properties
- gap between HOMO and LUMO (alpha / beta) (eV) = 6.906 / 5.576
- HOMO level (alpha / beta) (eV) = -10.69 / -12.34
- ⟨S²⟩ = 16.14
- 2S+1 = 8
- charge = +1

Positions of all 34 atoms, in Å:
Gd  0.54  -0.56  -0.74
C  -1.61  1.38  2.12
C  -0.50  0.38  2.16
C  -0.77  -0.98  2.17
C  0.25  -1.92  2.16
C  -0.06  -3.38  2.19
C  1.56  -1.48  2.17
C  1.87  -0.13  2.16
C  3.29  0.33  2.18
C  0.83  0.79  2.17
H  -1.88  1.77  3.11
H  -2.51  0.94  1.68
H  -1.33  2.24  1.50
H  -1.79  -1.31  2.17
H  -0.16  -3.74  3.21
H  0.72  -3.96  1.69
H  -1.00  -3.59  1.67
H  2.36  -2.20  2.16
H  3.63  0.47  3.20
H  3.41  1.27  1.64
H  3.94  -0.41  1.70
H  1.05  1.84  2.18
Cl  0.01  3.20  -1.66
C  -0.64  2.10  -2.78
C  -0.40  0.91  -2.36
C  -1.00  -0.19  -3.41
Cl  -0.52  -2.23  -2.57
C  -1.69  0.11  -4.59
Cl  -2.30  -1.15  -5.66
C  -1.85  1.47  -4.87
Cl  -2.69  1.97  -6.34
C  -1.33  2.44  -3.98
Cl  -1.53  4.16  -4.32
H  2.11  -0.56  -2.10

=====

# 5
DFT (the ωB97M-V functional and the def2-TZVPD basis) results for a structure of composition C15H13ClF3N3ORhS5.

Properties
- gap between HOMO and LUMO (eV) = 6.004
- HOMO level (eV) = -4.02
- energy relative to the best compared isomer or geometry (same formula, charge and spin) (kcal/mol) = 0.0
- charge = -1

Positions of all 42 atoms, in Å:
Rh  0.20  0.23  -0.03
O  5.14  -0.02  4.72
C  4.29  0.06  3.87
S  4.61  0.09  2.13
C  2.94  0.20  1.60
C  2.00  0.24  2.56
S  0.29  0.41  2.26
S  2.56  0.17  4.22
S  2.58  0.25  -0.10
Cl  3.20  -5.91  -0.07
C  2.00  -4.64  -0.04
C  1.35  -4.29  -1.20
C  0.40  -3.28  -1.17
C  0.09  -2.61  0.02
C  -0.90  -1.51  0.05
C  0.77  -2.99  1.18
C  1.72  -4.00  1.16
H  1.59  -4.80  -2.13
H  -0.10  -2.98  -2.08
H  -1.48  -1.48  0.97
H  -1.56  -1.52  -0.82
H  0.57  -2.46  2.10
H  2.25  -4.28  2.06
C  -2.91  -0.62  -5.13
C  -1.42  -0.97  -5.19
C  -0.64  -0.22  -4.16
N  -0.56  -0.57  -2.93
N  0.13  0.31  -2.16
C  0.59  1.34  -2.82
N  1.29  2.36  -2.27
S  0.15  1.30  -4.50
H  -3.47  -1.19  -5.87
H  -3.06  0.44  -5.33
H  -3.31  -0.84  -4.14
H  -1.02  -0.76  -6.18
H  -1.28  -2.04  -5.00
H  1.71  2.14  -1.37
H  1.85  2.92  -2.89
F  -1.51  2.44  -0.06
C  -1.62  1.08  -0.01
F  -2.44  0.84  1.05
F  -2.43  0.79  -1.10

=====

# 6
DFT (the ωB97M-V functional and the def2-TZVPD basis) results for a structure of composition C15H13ClN4O6V.

Properties
- gap between HOMO and LUMO (alpha / beta) (eV) = 7.250 / 7.743
- HOMO level (alpha / beta) (eV) = -7.64 / -8.40
- ⟨S²⟩ = 3.78
- energy relative to the best compared isomer or geometry (same formula, charge and spin) (kcal/mol) = 20.0
- 2S+1 = 4
- charge = 0

Positions of all 40 atoms, in Å:
V  -0.75  -0.61  0.45
O  -3.82  3.64  -1.40
C  -2.56  4.05  -1.40
O  -2.24  5.16  -1.71
C  -1.54  3.05  -0.97
C  -0.17  3.25  -0.86
Cl  0.71  4.66  -1.13
N  0.40  2.11  -0.40
N  -0.55  1.18  -0.22
C  -1.72  1.72  -0.56
C  -2.87  0.74  -0.58
O  -4.01  1.12  -0.78
O  -2.47  -0.47  -0.41
C  1.77  1.75  -0.23
C  2.12  1.00  0.89
C  3.42  0.55  1.01
C  4.36  0.84  0.04
C  4.01  1.61  -1.05
C  2.71  2.07  -1.20
H  -3.95  2.69  -1.15
H  1.39  0.79  1.66
H  3.70  -0.05  1.88
H  5.37  0.47  0.13
H  4.74  1.84  -1.82
H  2.42  2.63  -2.07
C  -2.12  -3.53  1.50
C  -0.90  -2.70  1.24
N  -0.53  -1.70  2.05
O  -1.49  -1.43  3.05
C  -0.04  -2.93  0.10
C  0.24  -4.23  -0.57
N  0.44  -1.79  -0.38
O  1.23  -1.66  -1.36
H  -2.93  -2.89  1.85
H  -1.92  -4.27  2.27
H  -2.44  -4.03  0.59
H  -0.99  -0.98  3.74
H  1.22  -4.60  -0.25
H  0.28  -4.08  -1.64
H  -0.50  -4.99  -0.32

=====

# 7
DFT (the ωB97M-V functional and the def2-TZVPD basis) results for a structure of composition C15H14BF2FeN3O2S2.

Properties
- gap between HOMO and LUMO (alpha / beta) (eV) = 8.032 / 6.830
- HOMO level (alpha / beta) (eV) = -10.74 / -10.78
- ⟨S²⟩ = 8.76
- energy relative to the best compared isomer or geometry (same formula, charge and spin) (kcal/mol) = 1.2
- 2S+1 = 6
- charge = +1

Positions of all 40 atoms, in Å:
Fe  -1.59  -1.18  0.12
C  -0.74  -3.43  -1.14
C  -1.97  -3.70  -0.55
C  -3.08  -2.92  -0.87
C  -2.95  -1.86  -1.79
C  -1.72  -1.61  -2.38
C  -0.61  -2.39  -2.05
H  0.13  -4.00  -0.84
H  -2.07  -4.49  0.18
H  -4.04  -3.12  -0.41
H  -3.81  -1.25  -2.03
H  -1.61  -0.77  -3.06
H  0.36  -2.15  -2.46
N  4.05  4.68  -1.53
C  3.07  3.85  -1.09
C  2.90  3.60  0.29
C  1.88  2.79  0.73
C  1.02  2.20  -0.19
C  1.17  2.42  -1.55
C  2.19  3.24  -2.00
S  -0.24  1.16  0.40
O  -1.28  1.02  -0.63
O  -0.67  1.62  1.70
N  0.27  -0.38  0.48
C  0.45  -1.03  1.67
S  1.64  -0.90  2.88
C  0.87  -2.17  3.76
C  -0.21  -2.62  3.08
N  -0.45  -1.97  1.90
H  4.74  5.03  -0.89
H  4.24  4.78  -2.51
H  3.57  4.07  1.00
H  1.74  2.63  1.79
H  0.49  1.97  -2.26
H  2.30  3.43  -3.06
H  1.26  -2.51  4.70
H  -0.87  -3.41  3.41
F  -3.92  -0.08  0.68
B  -3.73  0.09  1.99
F  -2.79  -0.65  2.52

=====

# 8
DFT (the ωB97M-V functional and the def2-TZVPD basis) results for a structure of composition C15H14BF3N2OSV.

Properties
- gap between HOMO and LUMO (alpha / beta) (eV) = 7.211 / 7.405
- HOMO level (alpha / beta) (eV) = -8.46 / -8.80
- ⟨S²⟩ = 3.76
- energy relative to the best compared isomer or geometry (same formula, charge and spin) (kcal/mol) = 7.4
- 2S+1 = 4
- charge = 0

Positions of all 38 atoms, in Å:
V  -0.10  0.03  0.37
F  2.36  4.46  -0.68
C  3.43  3.84  -0.19
F  4.45  4.08  -1.04
F  3.76  4.46  0.97
C  3.27  2.36  0.03
C  4.45  1.64  0.19
C  4.42  0.28  0.41
C  3.18  -0.33  0.47
N  2.04  0.34  0.34
C  2.04  1.68  0.12
S  0.44  2.34  0.00
H  5.39  2.17  0.12
H  5.32  -0.30  0.53
H  3.10  -1.40  0.64
B  -4.86  -0.03  0.57
C  -3.32  0.01  0.58
N  -2.16  0.03  0.57
H  -5.19  -0.79  -0.32
H  -5.24  -0.43  1.65
H  -5.26  1.10  0.36
C  -0.22  -4.11  -0.82
C  -0.10  -2.69  -1.26
O  -0.08  -1.80  -0.41
C  -0.02  -2.36  -2.69
C  0.02  -3.36  -3.67
C  0.10  -3.03  -5.01
C  0.14  -1.69  -5.39
C  0.10  -0.69  -4.43
C  0.02  -1.02  -3.09
H  -0.27  -4.15  0.27
H  0.63  -4.69  -1.18
H  -1.13  -4.54  -1.24
H  -0.01  -4.41  -3.38
H  0.13  -3.81  -5.76
H  0.19  -1.43  -6.44
H  0.12  0.35  -4.73
H  -0.02  -0.24  -2.34

=====

no.,molar mass (g/mol),energy (eV)
1,749.21,-243997.6769
2,534.59,-101348.4781
3,566.14,-104123.8202
4,527.78,-99198.3848
5,606.98,-100147.6656
6,431.69,-72218.9929
7,437.08,-86511.1951
8,389.11,-66162.8261